DFT (the ωB97M-V functional and the def2-TZVPD basis) results for a cluster of 11 separate species, C40H60BrClNO30PS2 in total at a distorted geometry.

Last column: Löwdin charge in e.
Geometry (Å):
C -4.092 1.823 -5.897  -0.164
C -4.525 0.653 -4.944  -0.524
S -3.153 -0.326 -4.210  0.789
C -1.545 0.165 -4.991  -0.613
P -0.026 -0.293 -3.999  0.800
C 1.527 0.772 -4.297  -0.291
C 1.276 1.969 -5.299  -0.724
C 2.530 2.940 -5.255  -0.140
Cl 1.154 1.362 -7.020  0.578
N 0.538 -1.352 -5.411  -0.131
C 0.990 -2.368 -4.960  -0.886
S 1.570 -3.698 -4.235  0.636
C -0.521 0.666 -2.427  -0.797
Br -1.368 2.441 -2.730  0.657
C -1.304 -0.215 -1.349  -0.318
C -0.263 -0.882 -0.322  -0.091
H -4.982 2.514 -6.075  0.069
H -3.691 1.503 -6.890  0.079
H -3.279 2.428 -5.402  0.049
H -5.068 1.135 -4.080  0.071
H -5.302 0.039 -5.472  0.078
H -1.544 1.222 -5.381  0.020
H -1.496 -0.455 -5.930  0.045
H -0.016 -1.487 -3.190  0.061
H 2.048 1.070 -3.357  0.087
H 2.238 0.085 -4.834  0.072
H 0.349 2.551 -5.091  0.049
H 2.257 3.796 -5.940  0.074
H 2.664 3.401 -4.241  0.076
H 3.457 2.469 -5.657  0.082
H 0.444 0.913 -1.896  0.045
H -1.855 -1.068 -1.814  0.054
H -1.989 0.442 -0.746  0.093
H 0.805 -0.713 -0.628  0.078
H -0.450 -0.532 0.739  0.049
H -0.408 -2.002 -0.369  0.060
C -0.701 1.591 4.752  -0.145
C -0.170 2.268 3.523  -0.103
O 0.389 1.180 2.786  0.069
C -0.240 0.050 3.197  -0.563
O -0.126 -1.016 2.660  0.111
O -1.009 0.277 4.286  0.070
H -1.591 2.082 5.146  0.134
H 0.040 1.519 5.539  0.076
H -0.957 2.734 2.925  0.139
H 0.587 3.015 3.752  0.123
C 5.338 -3.391 -2.328  -0.120
C 6.599 -2.577 -2.328  -0.122
O 6.225 -1.412 -3.062  0.067
C 4.876 -1.291 -2.966  -0.549
O 4.260 -0.334 -3.326  0.140
O 4.319 -2.395 -2.407  0.033
H 5.226 -3.991 -1.426  0.136
H 5.260 -4.045 -3.201  0.136
H 6.904 -2.277 -1.321  0.140
H 7.428 -3.092 -2.809  0.104
C -7.622 5.713 -3.932  -0.128
C -6.249 5.374 -4.443  -0.124
O -6.423 4.065 -4.978  0.033
C -7.744 3.925 -5.282  -0.555
O -8.197 3.015 -5.897  0.168
O -8.474 4.962 -4.791  0.066
H -7.843 6.777 -3.999  0.134
H -7.779 5.382 -2.902  0.135
H -5.923 6.043 -5.243  0.135
H -5.498 5.375 -3.653  0.136
C 0.677 -2.995 6.268  -0.116
C 2.159 -3.086 6.503  -0.124
O 2.645 -1.877 5.926  0.072
C 1.617 -0.990 5.923  -0.533
O 1.727 0.168 5.660  0.164
O 0.446 -1.590 6.256  0.067
H 0.098 -3.477 7.055  0.137
H 0.379 -3.411 5.303  0.134
H 2.415 -3.099 7.566  0.134
H 2.607 -3.955 6.022  0.135
C 11.878 -2.447 -3.768  -0.125
C 11.768 -1.987 -2.341  -0.126
O 10.482 -2.464 -1.953  0.063
C 10.179 -3.512 -2.764  -0.550
O 9.251 -4.242 -2.599  0.146
O 11.068 -3.620 -3.784  0.071
H 12.903 -2.679 -4.055  0.136
H 11.466 -1.724 -4.475  0.136
H 12.523 -2.440 -1.694  0.135
H 11.825 -0.903 -2.246  0.135
C 0.943 7.012 -2.059  -0.130
C 0.894 5.640 -1.446  -0.139
O 0.084 5.835 -0.291  0.058
C -0.690 6.930 -0.519  -0.558
O -1.594 7.270 0.174  0.164
O -0.294 7.586 -1.645  0.061
H 1.014 6.983 -3.145  0.133
H 1.763 7.619 -1.665  0.133
H 0.411 4.907 -2.097  0.087
H 1.882 5.271 -1.171  0.134
C 4.266 3.702 6.268  -0.122
C 3.770 5.027 5.760  -0.124
O 2.407 4.754 5.445  0.067
C 2.027 3.686 6.194  -0.539
O 0.902 3.303 6.294  0.141
O 3.089 3.112 6.811  0.073
H 5.036 3.808 7.031  0.135
H 4.645 3.061 5.468  0.138
H 3.807 5.809 6.522  0.135
H 4.312 5.367 4.879  0.135
C -2.138 1.792 8.814  -0.131
C -2.634 3.111 8.311  -0.134
O -3.996 2.843 7.992  0.061
C -4.379 1.768 8.740  -0.551
O -5.500 1.384 8.840  0.167
O -3.308 1.191 9.359  0.061
H -1.367 1.901 9.576  0.135
H -1.756 1.155 8.011  0.131
H -2.598 3.891 9.076  0.135
H -2.089 3.452 7.431  0.125
C -1.597 -4.739 0.242  -0.138
C -1.721 -4.222 1.635  -0.131
O -3.017 -4.662 2.030  0.069
C -3.323 -5.742 1.257  -0.544
O -4.262 -6.453 1.437  0.150
O -2.417 -5.904 0.251  0.067
H -0.569 -4.993 -0.017  0.137
H -1.988 -4.039 -0.500  0.131
H -0.980 -4.657 2.311  0.135
H -1.647 -3.135 1.681  0.121
C -7.440 -9.170 0.894  -0.129
C -6.829 -8.243 -0.119  -0.126
O -6.841 -9.026 -1.312  0.063
C -7.816 -9.962 -1.172  -0.561
O -8.200 -10.669 -2.050  0.158
O -8.298 -9.986 0.101  0.057
H -8.006 -8.639 1.659  0.133
H -6.697 -9.806 1.381  0.134
H -7.430 -7.345 -0.280  0.136
H -5.815 -7.948 0.144  0.114

The value obtained for the HOMO-LUMO gap is 8.41 eV. As for the HOMO energy: -0.3047 Eh. The molar mass comes out at 1245.36 g mol⁻¹.